# 1
ORCA calculation (ωB97M-V with the def2-TZVPD basis set) on the molecule C3H5N3.

Last column: Mulliken charge in e.
Element x y z (Å)
N -1.83 -0.40 -0.24  -0.5873
C -0.49 0.01 -0.12  0.5944
C 0.60 -0.81 -0.30  -0.5938
N 1.70 -0.07 -0.01  0.2261
N 1.41 1.19 0.31  -0.7344
C 0.08 1.27 0.20  -0.4790
H -2.46 0.16 0.32  0.2626
H -1.90 -1.35 0.11  0.2653
H 0.65 -1.80 -0.73  0.4033
H 2.62 -0.42 0.17  0.2296
H -0.39 2.24 0.29  0.4131

* energy above the lowest of the compared OMol25 structures with the same formula, charge and spin: 19.5 kcal/mol
* total energy: -7661.6109 eV
* structure (SMILES): Nc1cn[nH]c1
* F_max: 0.0081 hartree/bohr
* net charge: 0
* HOMO level: -8.2 eV
* Kohn-Sham gap: 0.3405 Eh
* E_LUMO: 0.039 Ha

=====

# 2
ORCA calculation (ωB97M-V with the def2-TZVPD basis set) on a cluster of 2 separate species, C6H10 in total.

Last column: Mulliken charge in e.
Element x y z (Å)
C 2.04 -0.02 -0.04  -1.0327
C 0.80 -0.06 -0.56  0.2552
C -0.17 1.01 -0.42  -0.1236
C -1.60 0.75 -0.76  -0.7434
C -1.12 -0.20 0.25  -0.4564
C -0.17 -1.21 -0.39  -0.5137
H 2.50 0.92 0.26  0.3089
H 0.93 -0.13 1.75  0.0558
H 2.59 -0.93 0.18  0.3497
H 0.18 2.03 -0.20  0.3754
H -2.21 1.54 -0.32  0.2529
H -1.95 0.40 -1.73  0.2517
H 0.19 -0.03 1.85  -0.0194
H -1.68 -0.43 1.17  0.5117
H -0.58 -1.66 -1.30  0.2586
H 0.23 -1.99 0.27  0.2694

* energy above the lowest of the compared OMol25 structures with the same formula, charge and spin: 94.6 kcal/mol
* total energy: -6379.7565 eV
* structure (SMILES): C=C1C[C@@H]2C[C@H]12.[H][H]
* F_max: 0.0148 hartree/bohr
* net charge: 0
* HOMO level: -8.3 eV
* Kohn-Sham gap: 0.3503 Eh
* E_LUMO: 0.044 Ha

=====

# 3
ORCA calculation (ωB97M-V with the def2-TZVPD basis set) on the molecule C7H6.

Last column: Mulliken charge in e.
Element x y z (Å)
C -1.85 -0.68 -0.06  -0.1741
C -0.60 1.44 0.18  -0.3769
C -1.73 0.85 -0.20  -0.2708
C -0.77 -1.47 0.06  -0.4620
C 1.28 -0.19 -0.69  -0.8615
C 0.61 0.62 0.36  0.0243
C 0.56 -0.92 0.36  0.2536
H -2.78 -1.17 -0.16  0.4237
H -0.57 2.59 0.24  0.3059
H 1.04 -0.17 -1.74  0.2413
H 2.32 -0.23 -0.73  0.2802
H 1.42 0.86 1.12  0.3145
H 1.07 -1.53 1.27  0.3019

* energy above the lowest of the compared OMol25 structures with the same formula, charge and spin: 103.7 kcal/mol
* total energy: -7349.0001 eV
* F_max: 0.0611 hartree/bohr
* net charge: 0
* HOMO level (spin up / spin down): -8.6 / -8.6 eV
* Kohn-Sham gap (spin up / spin down): 0.2920 / 0.2893 Eh
* E_LUMO (spin up / spin down): -0.024 / -0.026 Ha

=====

# 4
ORCA calculation (ωB97M-V with the def2-TZVPD basis set) on a structure of composition CaF10N5O20S10.

Last column: Mulliken spin population.
Element x y z (Å)
Ca -0.80 -0.23 0.42  0.0004
N -0.10 3.76 1.79  0.0001
S 1.23 3.02 2.20  0.0000
O 2.50 3.72 2.06  0.0000
O 1.28 1.59 2.13  0.0001
F 0.90 3.20 3.79  0.0000
S 0.26 3.43 0.17  0.0001
O -0.17 2.07 -0.23  -0.0012
O 1.34 4.20 -0.49  0.0001
F -0.96 4.33 -0.33  0.0000
N 2.55 -1.18 -2.83  0.6593
S 2.38 0.09 -1.61  -0.0159
O 3.43 0.89 -0.95  -0.0091
O 1.23 -0.18 -0.75  0.0100
F 1.73 1.18 -2.66  0.0219
S 4.05 -0.84 -3.04  -0.1029
O 5.00 -1.35 -2.08  0.2234
O 4.40 0.37 -3.81  0.2083
F 4.30 -1.95 -4.17  -0.0022
N 0.18 -2.27 0.76  0.0013
S 0.26 -3.59 -0.27  -0.0007
O 1.00 -4.85 -0.05  0.0003
O 0.26 -3.14 -1.68  0.0017
F -1.27 -4.13 -0.21  0.0001
S 1.59 -2.54 1.21  -0.0017
O 2.74 -2.45 0.26  0.0045
O 1.77 -3.36 2.38  0.0010
F 1.86 -1.07 1.82  0.0001
N -1.63 0.76 2.21  -0.0001
S -3.03 1.75 2.24  0.0000
O -2.86 3.12 2.75  0.0000
O -4.27 1.06 2.50  0.0000
F -3.00 1.91 0.61  0.0000
S -1.71 0.48 3.70  0.0000
O -2.76 -0.47 4.11  0.0000
O -1.33 1.61 4.54  0.0000
F -0.43 -0.44 3.76  0.0000
N -1.91 -0.59 -1.45  0.0000
S -3.26 -1.57 -1.65  -0.0001
O -3.03 -2.77 -2.44  0.0000
O -4.59 -0.93 -1.63  0.0000
F -3.15 -2.13 -0.12  0.0000
S -1.67 -0.36 -2.93  0.0002
O -2.82 0.00 -3.78  0.0000
O -0.57 -1.19 -3.45  0.0009
F -0.90 1.02 -2.78  0.0001

* energy above the lowest of the compared OMol25 structures with the same formula, charge and spin: 0.0 kcal/mol
* multiplicity: 2
* total energy: -202360.3124 eV
* F_max: 0.2504 hartree/bohr
* net charge: -2
* HOMO level (spin up / spin down): -5.5 / -5.5 eV
* Kohn-Sham gap (spin up / spin down): 0.3039 / 0.1336 Eh
* E_LUMO (spin up / spin down): 0.100 / -0.070 Ha

=====

# 5
ORCA calculation (ωB97M-V with the def2-TZVPD basis set) on a cluster of 2 separate species, C5H15NO2 in total.

Last column: Mulliken charge in e.
Element x y z (Å)
C -0.51 1.60 1.09  -0.6079
N -0.60 0.29 0.50  -0.2645
C -0.40 0.19 -0.95  -0.9013
C 1.05 -0.06 -1.39  -0.5403
C 1.30 -1.54 -1.80  -0.3223
O 2.30 -2.18 -1.01  -0.5429
C 0.75 2.43 0.86  -1.0063
H -0.69 1.54 2.14  0.4019
H -1.34 2.21 0.71  0.3430
H 0.00 -0.36 1.01  0.2605
H -0.70 1.16 -1.33  0.3579
H -1.13 -0.53 -1.33  0.4432
H 1.74 0.10 -0.58  0.3261
H 1.30 0.60 -2.21  0.3181
H 0.44 -2.21 -1.74  0.2879
H 1.61 -1.58 -2.85  0.2510
H 3.02 -1.60 -0.75  0.3058
H 1.59 2.09 1.46  0.2846
H 0.57 3.48 1.08  0.3787
H 1.05 2.37 -0.19  0.2253
H -3.67 -0.43 1.44  0.3145
H -2.56 -0.79 2.46  0.3287
O -3.51 -0.77 2.33  -0.6419

* energy above the lowest of the compared OMol25 structures with the same formula, charge and spin: 34.1 kcal/mol
* total energy: -11012.4678 eV
* structure (SMILES): CCNCCCO.O
* F_max: 0.0358 hartree/bohr
* net charge: 0
* HOMO level: -8.9 eV
* Kohn-Sham gap: 0.3572 Eh
* E_LUMO: 0.030 Ha

=====

# 6
ORCA calculation (ωB97M-V with the def2-TZVPD basis set) on the molecule C4H6N2S2.

Last column: Mulliken charge in e.
Element x y z (Å)
C 1.43 -0.36 0.74  -0.6666
C 0.07 -0.42 0.31  0.7124
C -1.72 -1.31 -0.38  -0.1952
C -0.74 0.63 -0.03  -0.3781
H 3.46 0.43 0.22  0.1245
H 1.76 -1.28 1.20  0.4162
H 1.52 0.39 1.51  0.3582
H -2.48 -1.98 -0.79  0.3930
H -2.75 0.58 -0.71  0.2272
H -0.10 2.51 -1.15  0.1320
N -0.57 -1.64 0.13  -0.6539
N -1.91 0.03 -0.47  -0.0229
S 2.50 0.10 -0.65  -0.1901
S -0.48 2.33 0.07  -0.2567

* energy above the lowest of the compared OMol25 structures with the same formula, charge and spin: 10.1 kcal/mol
* total energy: -28895.7718 eV
* structure (SMILES): SCc1nc[nH]c1S
* F_max: 0.0315 hartree/bohr
* net charge: 0
* HOMO level: -8.7 eV
* Kohn-Sham gap: 0.3437 Eh
* E_LUMO: 0.023 Ha